DFT (ωB97M-V with the def2-TZVPD basis set) results for 4 unconnected molecules or ions with the total composition C4H14O3 in a non-equilibrium geometry.

The geometry in XYZ format:
```
21
Properties=species:S:1:pos:R:3:forces:R:3
C 3.30679 -0.73301 -3.61258 1.275 0.033 -1.096
C 2.80820 0.49833 -2.92176 -0.839 -1.257 0.530
C 2.80990 0.57176 -1.58772 -0.337 1.004 0.327
C 2.88880 1.82341 -0.74029 -2.258 -0.633 -0.702
H 3.21491 -0.72211 -4.70322 -1.156 -0.219 0.109
H 3.09400 -1.70497 -3.17055 -0.411 0.052 -0.007
H 4.40809 -0.68881 -3.65424 -0.027 0.078 0.749
H 2.19669 1.18973 -3.49256 1.161 0.908 -0.240
H 2.67842 -0.28897 -0.93563 1.203 -0.563 -0.357
H 3.76867 1.70075 -0.14963 0.735 0.463 0.396
H 2.79966 2.75900 -1.28814 0.538 -0.013 -0.112
H 2.02406 1.79888 -0.07259 0.113 0.148 0.405
O -3.54473 -2.24926 1.63337 0.271 -0.260 0.207
H -3.34602 -2.13574 2.57116 -0.164 0.248 0.115
H -2.95372 -2.97769 1.41494 -0.087 -0.005 -0.299
O -2.54572 -0.79564 4.12952 -0.353 1.127 -0.115
H -2.92360 -0.18440 3.47222 0.110 -0.488 -0.408
H -2.47056 -0.15685 4.85259 0.199 -0.563 0.317
O -3.42485 1.26581 1.31292 0.005 0.008 0.162
H -3.40180 0.89878 0.42314 0.012 -0.088 0.093
H -2.91564 2.07971 1.27046 0.010 0.023 -0.075
```
Forces are in eV/Å.

The orbital gap comes out at 9.13 eV. As for the maximum force: 2.4 eV/Å. The SMILES is C/C=C/C.O.O.O. The calculation puts the relative energy (zero: lowest compared OMol25 entry of this formula, charge and spin) at 47.6 kcal per mole. The total energy comes out at -10515.864 eV. As for the LUMO energy: 0.56 eV. As for the HOMO energy: -8.6 eV.

---

DFT (ωB97M-V with the def2-TZVPD basis set) results for 4 unconnected molecules or ions with the total composition C4H14O4 in a non-equilibrium geometry.

The geometry in XYZ format:
```
22
Properties=species:S:1:pos:R:3:forces:R:3
C -2.28916 1.54671 -1.21666 -0.671 1.111 -0.152
C -1.31868 0.84005 -2.09788 0.594 -0.412 0.865
C -0.02546 0.70670 -1.79711 -0.299 -0.213 -0.580
C 0.90856 -0.23741 -2.48602 0.130 0.462 -1.125
O 0.63531 1.45230 -0.86586 0.193 0.194 0.693
H -3.16502 0.93076 -1.03993 -0.036 -0.222 0.155
H -2.70054 2.49659 -1.59723 0.204 -0.269 -0.353
H -1.89495 1.85129 -0.24544 0.186 -0.374 0.135
H -1.67011 0.16190 -2.85247 -0.315 -0.003 -0.265
H 0.54820 -0.39041 -3.49973 -0.155 0.074 -0.199
H 1.01814 -1.25629 -2.12181 0.007 0.200 0.750
H 1.87175 0.26415 -2.60347 0.123 -0.313 0.209
H 0.07746 2.14930 -0.49142 -0.033 -0.217 -0.218
O -1.55812 -2.97733 0.97762 0.665 -0.118 0.084
H -0.69838 -2.63178 1.27889 -0.398 0.209 -0.144
H -1.29913 -3.77893 0.50802 -0.225 0.037 0.004
O 0.81600 -0.83965 1.05341 0.292 0.026 -0.349
H 1.69530 -0.86589 0.64476 -0.214 -0.093 0.315
H 0.38726 -0.15588 0.51792 -0.048 -0.073 0.203
O 2.41623 0.23920 4.72976 0.322 0.159 0.166
H 2.38746 -0.71336 4.60749 -0.231 0.059 -0.095
H 1.55819 0.59146 4.48308 -0.091 -0.225 -0.101
```
Forces are in eV/Å.

The orbital gap comes out at 9.37 eV. As for the maximum force: 1.3 eV/Å. The SMILES is C/C=C(/C)O.O.O.O. The calculation puts the relative energy (zero: lowest compared OMol25 entry of this formula, charge and spin) at 14.6 kcal per mole. The total energy comes out at -12564.397 eV. As for the LUMO energy: 0.51 eV. As for the HOMO energy: -8.9 eV.

---

DFT (ωB97M-V with the def2-TZVPD basis set) results for 3 unconnected molecules or ions with the total composition C4H14O4 in a non-equilibrium geometry.

The geometry in XYZ format:
```
22
Properties=species:S:1:pos:R:3:forces:R:3
C 1.56813 -0.20211 2.36984 0.192 1.130 -0.089
C 0.94042 0.40521 1.10031 0.085 -0.889 0.549
O 0.86379 1.81094 1.16965 -0.117 1.112 0.242
C -0.43875 -0.22948 0.83692 0.625 -0.531 -0.200
C -0.40393 -1.39610 -0.14941 -1.219 0.338 -1.042
O -1.68590 -1.36305 -0.83928 -0.446 -0.169 0.399
H 2.41559 0.42555 2.66173 -0.137 0.051 0.078
H 1.99732 -1.19416 2.25427 -0.476 -0.272 -0.164
H 0.80386 -0.15127 3.14613 0.239 -0.313 0.278
H 1.67168 0.24748 0.30085 -0.425 -0.163 -0.278
H 0.17680 2.16713 1.76436 0.381 -0.715 -0.303
H -0.83197 -0.62835 1.77468 -0.141 0.279 0.059
H -1.13245 0.51706 0.45759 0.068 0.047 -0.180
H 0.31816 -1.24604 -0.95511 0.474 -0.150 0.428
H -0.31806 -2.36162 0.34629 0.401 0.005 -0.025
H -1.96107 -2.21731 -1.20335 0.481 0.095 0.312
O 0.40269 1.75626 -1.97280 -0.298 0.130 -0.433
H 0.95576 1.95695 -1.19540 -0.697 0.543 -0.467
H -0.03951 2.54805 -2.35480 0.890 -0.645 0.977
O -1.91386 -0.53095 -3.47944 0.184 0.627 0.413
H -1.45926 0.32339 -3.52297 -0.034 -0.245 -0.380
H -1.92943 -0.63759 -2.51005 -0.032 -0.268 -0.175
```
Forces are in eV/Å.

The orbital gap comes out at 11.15 eV. As for the maximum force: 1.6 eV/Å. The SMILES is C[C@H](O)CCO.O.O. The calculation puts the relative energy (zero: lowest compared OMol25 entry of this formula, charge and spin) at 13.0 kcal per mole. The total energy comes out at -12564.463 eV. As for the LUMO energy: 0.68 eV. As for the HOMO energy: -10.5 eV.